Molecular formula: C56H152N8O24
Method: DFT, the ωB97M-V functional and the def2-TZVPD basis

HOMO-LUMO gap	8.3	eV
strongest force on any atom	3.2	eV/Å
LUMO energy	0.2	eV
HOMO	-8.1	eV
relative energy (zero: lowest compared OMol25 entry of this formula, charge and spin)	17.4	kcal per mole

Structure (XYZ):
```
240
Properties=species:S:1:pos:R:3:lowdin_charge:R:1
C 18.96094 15.61834 22.26903 -0.1282
O 18.68455 14.54622 23.13928 -0.2068
C 17.53332 13.74898 22.75532 -0.1751
C 16.84283 12.99384 23.91302 -0.2195
N 16.20360 13.91062 24.80907 -0.0700
C 15.66461 13.28476 26.01242 -0.2217
C 14.56818 14.04070 26.73548 -0.2051
O 14.17038 13.15396 27.80314 -0.1996
C 13.20312 13.70336 28.74596 -0.0949
H 18.16678 16.34398 22.09338 0.0781
H 19.41447 15.26146 21.34434 0.0827
H 19.77472 16.17632 22.73220 0.0677
H 17.94424 12.99286 22.08635 0.1148
H 16.79755 14.30110 22.17060 0.1033
H 17.58934 12.35004 24.37816 0.1151
H 16.06208 12.33638 23.53056 0.1225
H 16.85701 14.60042 25.15163 0.1101
H 16.50411 13.01908 26.65488 0.1229
H 15.24585 12.30956 25.76392 0.1184
H 13.72461 14.16106 26.05577 0.1201
H 14.91257 15.02276 27.05964 0.1198
H 12.91867 13.06508 29.58249 0.0787
H 12.26662 13.92344 28.23348 0.0763
H 13.50347 14.63592 29.22370 0.0763
C 11.69677 13.24030 15.30382 -0.1195
O 11.60713 14.58890 15.69570 -0.1758
C 12.76461 15.35100 15.54950 -0.2215
C 13.78859 14.80918 16.54261 -0.2344
N 15.09990 15.44082 16.52720 -0.0592
C 16.11002 14.76872 17.40157 -0.1837
C 17.47416 15.48816 17.36707 -0.2305
O 17.35815 16.75292 17.94951 -0.1938
C 18.48147 17.56340 17.68916 -0.0884
H 10.69178 12.82300 15.24090 0.0889
H 12.22571 12.59552 16.00565 0.0758
H 12.21538 13.09598 14.35603 0.0902
H 12.58541 16.39486 15.80707 0.1243
H 13.18238 15.34646 14.54275 0.1218
H 14.04406 13.76558 16.35894 0.1050
H 13.39775 14.83700 17.55974 0.1257
H 14.96354 16.37959 16.87390 0.0961
H 16.29057 13.76612 17.01387 0.1162
H 15.78361 14.67596 18.43741 0.1033
H 17.91445 15.46360 16.37025 0.1251
H 18.13991 14.96530 18.05373 0.1165
H 18.21058 18.50596 18.16486 0.0661
H 18.66558 17.78745 16.63845 0.1008
H 19.39957 17.22292 18.16799 0.0735
C 15.80700 22.98892 22.41461 -0.0946
O 16.07550 22.20898 21.22777 -0.1941
C 16.16266 20.77552 21.38356 -0.1633
C 17.57139 20.23422 21.80844 -0.1722
N 18.46413 20.12048 20.66059 -0.0535
C 19.10347 21.44316 20.38771 -0.1498
C 19.86300 21.38324 19.01468 -0.2408
O 19.07028 21.07450 17.96075 -0.1962
C 17.79324 21.73172 17.81453 -0.0626
H 15.93285 24.05184 22.20853 0.0775
H 16.50755 22.79912 23.22782 0.0638
H 14.82974 22.86662 22.88165 0.0638
H 16.02940 20.32876 20.39830 0.1093
H 15.47516 20.42025 22.15116 0.0952
H 17.49703 19.22968 22.22494 0.1064
H 18.03574 20.84970 22.57893 0.1036
H 18.22643 19.50680 19.89444 0.0977
H 19.88381 21.62852 21.12583 0.0948
H 18.40140 22.27576 20.34306 0.0973
H 20.55826 20.54462 19.05256 0.1082
H 20.38615 22.32170 18.83104 0.1176
H 17.00695 21.58718 18.55545 0.0738
H 17.44024 21.39828 16.83867 0.0911
H 17.91027 22.80412 17.65834 0.0883
C 19.18273 24.92314 21.76891 -0.0877
O 20.33915 24.26758 22.14320 -0.2357
C 21.45064 24.61954 21.35791 -0.1931
C 22.66832 23.93952 21.99746 -0.2012
N 22.70961 22.51158 21.77775 -0.0342
C 23.99989 21.99818 22.27045 -0.1748
C 24.03703 21.86994 23.81709 -0.1698
O 24.49670 23.12830 24.43683 -0.2020
C 24.68454 22.97028 25.85425 -0.1048
H 19.29482 25.99706 21.91803 0.0953
H 18.34930 24.49442 22.32542 0.0882
H 19.13763 24.81920 20.68482 0.0936
H 21.64290 25.69244 21.35147 0.1272
H 21.36903 24.32344 20.31208 0.1185
H 22.66202 24.12788 23.07105 0.1207
H 23.47235 24.42864 21.44755 0.1228
H 22.04856 22.19908 22.47449 0.0528
H 24.80910 22.67218 21.98936 0.1188
H 24.17245 20.97232 21.94501 0.0967
H 24.74305 21.11908 24.17182 0.1053
H 23.07166 21.56680 24.22239 0.0821
H 25.31596 23.73066 26.31384 0.0855
H 25.28063 22.10724 26.15077 0.0775
H 23.69079 22.87928 26.29274 0.0766
C 18.72573 18.83300 24.89201 -0.0670
O 17.32130 19.16682 24.89351 -0.2108
C 17.01851 20.37804 25.61996 -0.2016
C 15.55336 20.32052 25.99396 -0.2146
N 14.75784 20.77298 24.88560 -0.0745
C 13.34380 20.84032 25.12521 -0.1857
C 12.50946 20.87776 23.77157 -0.1581
O 12.42399 19.48562 23.37690 -0.2010
C 11.85699 19.30488 22.13026 -0.1429
H 19.22928 19.56244 24.25761 0.0705
H 18.86851 17.79614 24.58765 0.0828
H 19.06504 18.93454 25.92287 0.0790
H 17.16967 21.26004 24.99761 0.1031
H 17.65931 20.44648 26.49905 0.1142
H 15.37533 20.91262 26.89163 0.1243
H 15.30190 19.27982 26.19849 0.1247
H 14.99995 20.07112 24.20086 0.0945
H 13.07355 21.72680 25.69900 0.1114
H 13.05032 19.99526 25.74799 0.1122
H 13.02135 21.44016 22.99071 0.0977
H 11.54557 21.37486 23.88071 0.1143
H 10.86247 19.74960 22.09474 0.0851
H 11.62878 18.25571 21.94249 0.0860
H 12.50108 19.67608 21.33310 0.0881
C 25.42751 15.20340 17.60813 -0.1593
O 26.70644 14.73398 17.66144 -0.1740
C 27.32225 14.33406 16.44572 -0.2163
C 28.74312 13.85554 16.70010 -0.2160
N 29.31317 13.31108 15.45972 -0.0518
C 30.65573 12.81852 15.68952 -0.2359
C 31.02671 11.86188 14.58958 -0.2344
O 30.24538 10.64210 14.60549 -0.2073
C 30.81314 9.48786 13.89342 -0.0649
H 25.12266 15.50302 18.61082 0.0754
H 24.71372 14.46792 17.23705 0.0885
H 25.31766 16.13906 17.05990 0.0834
H 27.42805 15.10224 15.67969 0.1252
H 26.74588 13.48684 16.07410 0.1237
H 28.63892 13.09178 17.47074 0.1171
H 29.29766 14.64388 17.20914 0.1236
H 28.75133 12.51718 15.18743 0.1032
H 30.75279 12.19622 16.57914 0.1169
H 31.31814 13.67534 15.81269 0.1255
H 32.07534 11.59912 14.72900 0.1101
H 31.09837 12.39138 13.63954 0.1196
H 31.78866 9.25956 14.32277 0.0811
H 30.90255 9.74972 12.83913 0.0803
H 30.10143 8.66568 13.96822 0.0838
C 21.97759 19.81922 16.43341 -0.0628
O 22.32814 19.20563 15.15125 -0.1803
C 23.41872 19.91078 14.55016 -0.2452
C 23.81953 19.34251 13.19643 -0.2074
N 22.65610 19.44986 12.32272 -0.0407
C 22.39277 20.83442 11.81336 -0.1962
C 21.31365 20.97920 10.81287 -0.2597
O 20.06913 21.16096 11.43190 -0.1909
C 18.95434 21.26224 10.58631 -0.1147
H 22.80852 19.51712 17.07090 0.0656
H 21.14524 19.25950 16.86002 0.0679
H 21.77857 20.88792 16.51308 0.0940
H 24.30071 19.97546 15.18736 0.1122
H 23.19745 20.96994 14.41859 0.1104
H 24.15826 18.31122 13.29543 0.1124
H 24.71033 19.89024 12.88888 0.1170
H 21.94528 19.19412 12.99312 0.0885
H 23.27462 21.16898 11.26700 0.1224
H 22.13975 21.51298 12.62800 0.1156
H 21.36239 20.10208 10.16758 0.1275
H 21.46559 21.88954 10.23295 0.1211
H 18.74251 20.31496 10.09047 0.0845
H 19.12650 22.05732 9.86083 0.0845
H 18.06701 21.45654 11.18880 0.0864
C 25.77792 17.71882 22.71519 -0.1150
O 24.63909 16.92664 22.93350 -0.2092
C 24.43264 15.90452 21.94235 -0.2080
C 23.48720 14.91748 22.54361 -0.2140
N 22.87609 13.96788 21.62283 -0.0294
C 21.74024 13.25398 22.27687 -0.1681
C 22.05079 12.22730 23.38879 -0.2267
O 22.57392 12.80814 24.54482 -0.2054
C 22.97295 11.86768 25.51969 -0.1000
H 25.84120 18.30766 21.80011 0.0649
H 26.60526 17.01168 22.65565 0.0848
H 25.85019 18.36246 23.59189 0.0846
H 25.41385 15.48744 21.71571 0.1199
H 24.07482 16.37329 21.02566 0.0963
H 22.71535 15.44600 23.10309 0.1081
H 24.02063 14.50148 23.39830 0.1188
H 22.55451 14.41796 20.77777 0.0642
H 21.25027 12.67010 21.49771 0.1158
H 20.97646 13.97392 22.57089 0.0843
H 22.72985 11.49344 22.95471 0.1181
H 21.17732 11.63542 23.66231 0.1169
H 22.74318 10.82058 25.32243 0.0837
H 22.40750 12.05658 26.43221 0.0827
H 24.04415 12.03942 25.62519 0.0915
C 15.17006 16.79280 20.60309 -0.1345
O 13.90703 16.40862 21.10399 -0.1272
H 15.29850 16.60508 19.53709 0.0590
H 15.19779 17.86284 20.80887 0.0691
H 15.90244 16.22928 21.18117 0.0610
H 13.97045 16.49504 22.05799 0.0742
C 21.91872 15.94766 18.53205 -0.1544
O 21.91076 16.06012 19.91064 -0.1230
H 22.82162 15.43390 18.20199 0.0525
H 21.25222 15.18190 18.13518 0.0789
H 21.84650 16.87052 17.95655 0.0818
H 21.43048 16.83602 20.20882 0.0356
C 20.53405 22.52050 25.05719 -0.1303
O 20.39867 22.13682 23.70543 -0.1501
H 21.35045 21.96902 25.52353 0.0550
H 20.69966 23.59768 25.07642 0.0952
H 19.64710 22.28330 25.64468 0.0706
H 20.19934 22.97974 23.29147 0.0209
C 24.55410 22.88920 18.85283 -0.1839
O 24.92954 22.56008 17.55200 -0.1173
H 23.67949 23.53638 18.91850 0.0721
H 24.34163 22.02190 19.47793 0.0518
H 25.43866 23.33432 19.30838 0.0791
H 25.31128 21.68076 17.60356 0.0221
C 20.89603 15.60036 26.00893 -0.1569
O 20.51775 16.33501 27.16379 -0.1238
H 21.93766 15.73876 25.71920 0.0754
H 20.71468 14.54850 26.22988 0.0773
H 20.28876 15.84890 25.13855 0.0507
H 20.89846 17.20642 27.03224 0.0099
C 22.17801 18.92448 25.24370 -0.1444
O 21.72151 18.76964 26.57182 -0.1070
H 22.13425 18.05604 24.58645 0.0789
H 21.69714 19.72806 24.68590 0.0469
H 23.24230 19.15976 25.23748 0.0796
H 21.74785 19.61530 27.02547 0.0960
C 25.27234 19.02044 18.81044 -0.1143
O 26.01299 19.94508 17.99639 -0.1283
H 24.63175 18.40852 18.17540 0.0656
H 26.02257 18.37414 19.26600 0.0785
H 24.71864 19.49970 19.61781 0.0641
H 26.93035 19.67031 17.92880 0.0904
C 21.83231 19.01734 21.43378 -0.1017
O 20.63675 18.38064 20.97080 -0.1386
H 21.73618 20.03386 21.05230 0.0640
H 21.86399 19.16586 22.51315 0.0590
H 22.76866 18.49534 21.23661 0.0737
H 19.94399 19.04093 21.04623 0.0190
```